[1]
Below is a molecular structure, C31H27N5O6V at a distorted geometry, with properties calculated with ωB97M-V/def2-TZVPD.

Last column: Mulliken charge in e.
Atoms and positions in Å:
V: 0.2112 0.4602 -0.3651  -0.0601
C: -1.3326 3.2772 2.5071  -1.7314
C: -0.3883 2.2702 1.9089  1.4190
O: -0.7043 1.7518 0.8018  -0.7137
C: 0.7052 1.8587 2.6839  -1.5534
C: 1.3124 0.6400 2.3800  1.1113
C: 2.0287 -0.1715 3.4196  -1.5439
N: 1.1582 0.1734 1.1636  0.7511
N: 1.2302 -1.0230 0.6721  -0.6620
C: 0.0585 -1.7585 0.9417  1.3733
O: -1.0030 -1.1497 0.8682  -0.7078
C: 0.2238 -3.1651 1.2818  0.1164
C: -0.8933 -4.0036 1.2985  -0.4060
C: -0.7502 -5.3369 1.6300  -0.7332
C: 0.5008 -5.8395 1.9620  -0.3266
C: 1.6097 -5.0043 1.9733  -0.8602
C: 1.4806 -3.6740 1.6277  -0.2270
H: -1.8310 2.8237 3.3626  0.4254
H: -2.0930 3.5589 1.7843  0.3432
H: -0.7904 4.1521 2.8565  0.4214
H: 0.8814 2.3190 3.6424  0.5040
H: 2.3369 0.4704 4.2409  0.5264
H: 2.8962 -0.6684 2.9876  0.3018
H: 1.3625 -0.9420 3.8149  0.2695
H: -1.8579 -3.6016 1.0292  0.4710
H: -1.6119 -5.9863 1.6305  0.4208
H: 0.6131 -6.8842 2.2118  0.4176
H: 2.5789 -5.3925 2.2482  0.4126
H: 2.3425 -3.0238 1.6138  0.4745
C: -1.1896 3.8126 -1.6003  -0.9939
C: -1.4593 2.4940 -2.2126  0.1972
N: -0.9572 1.3361 -1.8054  0.5845
C: -1.4074 0.3782 -2.6694  -0.5240
C: -2.2049 0.9639 -3.6218  0.2405
N: -2.2181 2.2969 -3.3041  -0.0491
C: -2.9221 0.4590 -4.8346  0.5118
O: -2.9002 -0.8323 -5.0427  -0.5184
O: -3.4655 1.2629 -5.5483  -0.5938
C: -0.8602 -0.9979 -2.5036  1.1495
O: -1.2706 -1.9113 -3.2101  -0.8911
O: 0.0566 -1.0639 -1.6293  -0.3344
H: -0.9032 3.6627 -0.5633  -0.0776
H: -2.0708 4.4468 -1.6445  0.5093
H: -0.3773 4.3112 -2.1321  0.2491
H: -2.7108 2.9765 -3.8683  0.2603
H: -2.3568 -1.3643 -4.3904  0.4266
N: 1.5175 1.2831 -0.9967  0.3817
C: 2.7041 1.6835 -1.2213  -0.0372
C: 3.5253 1.0079 -2.2199  0.5652
C: 3.2648 -0.3392 -2.4993  -0.3005
C: 4.0056 -0.9930 -3.4601  -0.9871
C: 4.9906 -0.3100 -4.1622  -0.4177
C: 5.2476 1.0277 -3.8959  -0.9255
C: 4.5202 1.6927 -2.9285  -0.1869
C: 3.2752 2.7686 -0.4194  0.5264
C: 2.4505 3.7693 0.0981  -0.0641
C: 2.9634 4.7182 0.9582  -0.8326
C: 4.2974 4.6572 1.3398  -0.4653
C: 5.1186 3.6559 0.8418  -0.9124
C: 4.6196 2.7160 -0.0400  -0.5216
H: 2.5039 -0.8555 -1.9256  0.4525
H: 3.8162 -2.0336 -3.6735  0.4662
H: 5.5623 -0.8207 -4.9209  0.4266
H: 6.0091 1.5532 -4.4550  0.4226
H: 4.6973 2.7411 -2.7364  0.5813
H: 1.4125 3.7819 -0.2018  0.5301
H: 2.3329 5.5071 1.3390  0.4618
H: 4.6872 5.3788 2.0417  0.4374
H: 6.1475 3.5915 1.1606  0.4350
H: 5.2457 1.9160 -0.4036  0.5836

ΔE to the lowest compared entry with this formula, charge and spin, kcal/mol: 33.1
Max |F|, Eh/bohr: 0.0530
LUMO, eV: -5.129
Net charge: +1
Kohn-Sham gap, eV: 6.26
Spin multiplicity: 1
HOMO, hartree: -0.419


[2]
Below is 2 unconnected molecules or ions with the total composition C6H14NOP at a distorted geometry, with properties calculated with ωB97M-V/def2-TZVPD.

Last column: Mulliken charge in e.
Atoms and positions in Å:
C: -0.2354 1.4766 1.3034  -0.7726
C: 1.1967 0.9958 0.7954  -0.7449
C: -1.2368 0.9751 0.2017  -0.5986
C: 0.8196 -0.3464 0.2187  0.7813
C: -0.5544 -0.2279 -0.3567  -0.7813
C: 0.7260 -1.6290 1.0580  -1.4054
N: 0.0871 0.5445 -2.6817  -0.5422
O: -0.8708 -0.6314 -4.7139  -0.6627
P: -0.4773 -0.8140 -3.3094  0.5271
H: -0.5987 0.8767 2.1423  0.2616
H: -0.2015 2.4969 1.6788  0.3998
H: 1.7653 1.6053 0.0916  0.3176
H: 1.9220 0.8868 1.6256  0.3470
H: -2.1498 0.6963 0.7570  0.2759
H: -1.4920 1.8343 -0.5342  0.2434
H: 1.4482 -0.7500 -0.6087  0.3215
H: -1.1953 -1.0644 -0.5710  0.6722
H: 0.0179 -1.3568 1.9540  0.2599
H: 1.7140 -1.9574 1.2479  0.3966
H: 0.1786 -2.3434 0.5022  0.4158
H: -0.4037 1.4202 -3.1125  0.2634
H: 0.4957 -1.7742 -2.9876  0.0126
H: -1.6715 -1.1998 -2.7252  0.0120

ΔE to the lowest compared entry with this formula, charge and spin, kcal/mol: 74.2
Max |F|, Eh/bohr: 0.0762
LUMO (spin up / spin down), eV: -1.106 / -1.391
Kohn-Sham gap (spin up / spin down), eV: 7.95 / 7.33
Spin multiplicity: 1
HOMO (spin up / spin down), hartree: -0.333 / -0.320